Record 1
29
Properties=species:S:1:pos:R:3:forces:R:3 method="wB97M-V/def2-TZVPD" de_lowest_kcal_mol=0.0 smiles=C[C@@H]1CCCC[C@](C)(F)N2CN12 gap_ev=10.033 homo_energy_ev=-8.999 energy_ha=-562.38214 lumo_energy_ha=0.0380
C -2.079972 0.618329 -2.426737 1.674 0.540 2.550
C -1.144183 0.885786 -1.143461 -0.483 0.885 -0.716
C 0.317050 1.403387 -1.405374 -0.567 0.350 -2.831
C 1.251891 1.427060 -0.237960 1.439 0.020 -0.484
C 2.136270 0.242352 0.092711 1.774 -0.424 0.413
C 1.443953 -1.122875 0.310694 -1.238 0.821 -1.320
C 0.284607 -1.302220 1.304941 0.647 0.958 -0.050
C 0.695414 -1.151438 2.787727 -3.365 -0.851 -1.454
F -0.208414 -2.617409 1.169131 0.351 0.228 -0.161
N -0.773084 -0.328193 1.020546 0.663 0.388 -0.390
C -2.081647 -0.742975 0.586322 -0.708 -0.938 0.521
N -1.153218 -0.347407 -0.398916 1.073 -0.612 -0.182
H -3.023656 1.088525 -2.337131 -0.585 1.527 -0.294
H -2.418295 -0.365275 -2.378197 0.109 -2.179 -0.044
H -1.514377 0.758848 -3.303786 0.207 0.478 -1.252
H -1.552296 1.773083 -0.624824 -0.387 -0.583 0.468
H 0.170284 2.468082 -1.750837 0.002 -0.834 0.521
H 0.811566 0.999316 -2.356863 -0.638 -0.222 1.336
H 0.776438 1.783957 0.591572 -2.113 0.127 2.594
H 1.877968 2.295260 -0.287429 1.051 0.441 -1.003
H 2.820203 0.083250 -0.800143 -0.701 0.044 0.915
H 2.908013 0.468567 0.947420 -1.686 -0.128 -1.279
H 1.086780 -1.388526 -0.715186 0.044 -0.282 0.987
H 2.177012 -1.796868 0.632352 1.184 -1.263 0.181
H -0.321300 -1.509324 3.234159 2.418 0.569 0.389
H 0.952042 -0.159715 3.004194 -0.530 1.863 0.281
H 1.624008 -1.600568 2.999245 0.576 -1.797 0.447
H -2.831038 0.028568 0.924614 0.276 -1.365 -0.417
H -2.232017 -1.891579 0.561215 -0.488 2.239 0.272


Record 2
30
Properties=species:S:1:pos:R:3:forces:R:3 method="wB97M-V/def2-TZVPD" gap_ev="4.884 / 4.823" homo_energy_ev="-11.418 / -11.417" energy_ha=-814.65532 lumo_energy_ha="-0.2401 / -0.2423" charge=+1
C -0.805483 0.044217 -1.051857 1.093 -1.590 1.929
C -0.438017 0.984014 -0.056343 0.930 -3.303 1.157
C 0.349655 -1.033228 0.542886 -2.880 2.234 -1.749
C -0.513741 -3.285458 0.869255 0.170 1.359 -2.074
C 0.527418 3.319640 0.105308 -1.562 0.266 2.368
C -1.514703 2.756126 1.524586 2.582 -1.063 -0.649
C -0.114022 -3.624608 -0.533526 -1.089 0.540 2.767
C -0.648086 -2.522471 -1.402530 0.809 1.609 1.650
C -0.738470 2.410547 0.138075 -0.065 1.024 0.360
N -0.367203 -1.231012 -0.658850 -0.166 1.999 -0.812
N 0.269519 0.269793 0.892024 -0.336 -0.748 0.021
N 2.804468 0.632834 -0.766571 -1.038 4.197 1.683
I 3.748808 -0.944973 -0.071912 0.268 -0.769 0.292
H -1.324794 0.162486 -1.949348 -0.892 0.161 -1.116
H -1.487951 -2.881397 0.936326 -1.115 0.018 0.716
H 1.030224 -1.723875 0.903614 1.592 -0.970 0.523
H 0.076715 -3.432086 1.727867 0.464 -0.577 0.995
H 1.000376 3.165377 1.143379 -0.106 0.432 -1.767
H 0.077262 4.374037 0.061316 1.284 -1.364 -0.192
H 1.140642 3.034105 -0.725618 0.636 0.398 -0.339
H -2.490352 2.258007 1.448844 -0.221 1.317 0.304
H -1.253175 3.861186 1.644543 -1.714 -1.376 0.067
H -0.993282 2.236030 2.412933 -0.490 0.671 -1.542
H 0.916242 -3.817984 -0.520292 1.473 -0.306 -0.688
H -0.694815 -4.516054 -0.695219 -0.099 -0.936 -0.457
H -1.715238 -2.635071 -1.514849 -0.215 0.147 -0.372
H -0.073291 -2.475655 -2.282501 0.092 -0.035 -1.509
H -1.286298 2.687363 -0.774001 -0.530 0.179 0.542
H 2.529110 1.420693 0.002247 1.022 -2.946 -2.234
H 1.988491 0.507421 -1.349785 0.101 -0.569 0.124